{
  "formula": "C5H13N2O",
  "method": "ωB97M-V/def2-TZVPD",
  "species": ["C", "C", "C", "N", "H", "H", "H", "H", "H", "H", "H", "O", "C", "C", "N", "H", "H", "H", "H", "H", "H"],
  "xyz": [[-0.5051, -2.6401, -0.0525], [-0.7815, -1.3121, 0.6754], [0.1588, -0.6421, 1.4305], [-0.0034, 0.6445, 2.0027], [0.5531, -2.7562, 0.0117], [-0.9968, -3.4536, 0.3985], [-0.8207, -2.5998, -1.1172], [-1.8003, -0.8552, 0.6558], [1.1580, -1.1224, 1.6325], [0.4450, 0.8188, 2.8667], [-0.9641, 0.9221, 2.0005], [-1.2099, 2.4497, -1.1184], [-0.2057, 2.3162, -0.3849], [0.9532, 1.4169, -0.8063], [0.3733, 0.4033, -1.7120], [-0.0859, 2.8638, 0.5690], [1.6459, 2.0261, -1.3514], [1.4109, 0.9572, 0.0597], [1.0871, 0.0200, -2.3103], [-0.1323, -0.3106, -1.1347], [-0.2797, 0.8534, -2.3155]],
  "forces_ev_per_angstrom": [[-0.20, 2.34, -0.36], [0.48, 1.15, 0.73], [-0.27, -1.12, -0.32], [-0.29, -1.30, -1.44], [0.82, -0.60, -0.19], [-0.63, -1.03, 0.58], [0.20, -0.05, 0.56], [0.74, -0.47, -0.15], [-1.02, 0.63, -0.35], [0.44, -0.03, 0.86], [-0.50, 0.26, 0.29], [3.02, -0.76, 2.16], [-2.47, 0.87, -1.64], [-1.04, 0.36, 0.43], [0.54, -0.47, 0.61], [-0.07, -0.08, -0.45], [0.57, 0.30, -0.30], [0.11, -0.09, -0.13], [0.32, -0.72, -0.10], [0.41, 0.10, -0.20], [-1.17, 0.72, -0.60]],
  "mulliken_charge": [-1.00, -0.37, -0.22, -0.41, 0.32, 0.38, 0.34, 0.27, 0.31, 0.22, 0.25, -0.50, 0.14, -0.52, -0.17, 0.44, 0.41, 0.31, 0.37, 0.07, 0.37],
  "gap_ev": 8.849,
  "total_charge": 1,
  "molar_mass_g_mol": 117.2,
  "lumo_energy_ev": -3.64,
  "e_homo_ev": -12.5,
  "largest_force_ev_per_a": 3.797,
  "energy_ha": -382.7756
}

***

{
  "formula": "C5H13N2O",
  "method": "ωB97M-V/def2-TZVPD",
  "species": ["O", "C", "N", "C", "C", "N", "C", "C", "H", "H", "H", "H", "H", "H", "H", "H", "H", "H", "H", "H", "H"],
  "xyz": [[2.2858, -0.4607, 0.9600], [1.2744, 0.1622, 0.6525], [1.0248, 1.2142, 1.4963], [0.0376, 2.2845, 1.1841], [0.1832, -0.2284, -0.3065], [-0.0405, -1.6782, -0.3170], [-1.5119, -2.1370, -0.1838], [0.3332, 0.2863, -1.7055], [1.7660, 1.3309, 2.1522], [0.4209, 3.0206, 0.4406], [-0.0279, 3.0924, 2.0073], [-1.0814, 1.9479, 1.0260], [-0.7833, 0.3797, -0.1053], [0.5074, -2.0220, 0.5003], [0.2173, -2.0446, -1.2974], [-2.2297, -1.4158, -0.5358], [-1.8141, -2.1074, 1.0164], [-1.5991, -3.0971, -0.6250], [-0.3391, -0.1977, -2.4926], [0.0521, 1.2810, -1.8235], [1.3242, 0.3889, -2.0431]],
  "forces_ev_per_angstrom": [[-0.78, -1.36, -1.84], [1.14, 0.96, 3.44], [-2.63, 0.73, -2.19], [-0.72, 2.00, 1.40], [-2.52, 2.58, -0.89], [-1.14, -1.05, -0.93], [-0.08, 1.30, 4.54], [-0.34, -0.97, -2.05], [0.34, 0.46, 0.43], [-0.48, -1.16, -0.47], [0.08, -1.94, -0.46], [2.48, 0.48, 0.14], [1.33, -1.84, 0.92], [0.06, -0.61, -1.14], [0.47, 0.37, 2.25], [0.27, 0.32, -0.93], [1.13, -0.59, -3.11], [-0.19, -0.80, -0.17], [0.99, 0.05, 1.18], [-0.96, 1.97, 0.49], [1.54, -0.88, -0.62]],
  "mulliken_charge": [-0.64, 0.18, -0.16, -0.78, 0.69, 0.03, -0.82, -1.69, 0.28, 0.29, 0.32, 0.28, -0.22, 0.40, 0.45, 0.35, 0.32, 0.39, 0.44, 0.45, 0.46],
  "gap_ev": 10.344,
  "total_charge": 1,
  "molar_mass_g_mol": 117.2,
  "smiles": "CNC(=O)[C@@H](C)[NH2+]C",
  "lumo_energy_ev": -3.25,
  "e_homo_ev": -13.6,
  "largest_force_ev_per_a": 4.719,
  "energy_ha": -382.7543
}

***

{
  "formula": "C5H13N2O",
  "method": "ωB97M-V/def2-TZVPD",
  "species": ["N", "C", "C", "C", "O", "C", "N", "C", "H", "H", "H", "H", "H", "H", "H", "H", "H", "H", "H", "H", "H"],
  "xyz": [[0.9692, -1.1727, 0.3303], [0.6957, 0.3620, 0.4315], [1.2641, 1.1013, -0.7889], [2.7340, 1.0477, -1.3223], [3.3601, 0.1247, -0.8935], [-0.7934, 0.5833, 0.6020], [-1.4113, -0.7762, 0.8283], [-2.7834, -0.8315, 0.1866], [1.9074, -1.1487, -0.2123], [1.0955, -1.5883, 1.2872], [0.2945, -1.8389, -0.1600], [1.2929, 0.6791, 1.3157], [0.7857, 0.9423, -1.7794], [0.8398, 2.1452, -0.5663], [3.0223, 1.7253, -2.1816], [-1.0605, 1.3178, 1.2642], [-1.1678, 0.8155, -0.4607], [-1.5330, -0.8980, 1.8795], [-2.7801, -1.1722, -0.8670], [-3.4505, -1.5556, 0.8375], [-3.2812, 0.1377, 0.2694]],
  "forces_ev_per_angstrom": [[2.12, -0.55, -0.87], [1.50, -0.88, -0.10], [-0.89, 2.95, -1.19], [-2.24, -0.14, 1.24], [1.47, -0.56, -0.25], [-0.60, -3.53, -4.22], [-1.41, 1.00, 1.56], [-0.93, -1.31, 2.10], [-1.17, -0.55, 1.31], [0.03, 0.51, -1.22], [0.54, 1.83, 0.73], [-0.38, -0.35, -0.51], [-0.63, -0.59, 0.65], [1.15, -0.92, -0.51], [-0.04, -0.46, 0.89], [-0.58, 1.81, 1.68], [0.38, 0.26, 1.65], [-0.01, 0.13, -1.86], [0.30, 0.16, 0.67], [1.39, 1.23, -1.55], [0.00, -0.03, -0.21]],
  "mulliken_charge": [-0.36, 0.39, -0.99, 0.06, -0.50, -0.93, -0.37, -0.87, 0.33, 0.38, 0.37, 0.30, 0.39, 0.41, 0.35, 0.38, 0.45, 0.27, 0.27, 0.31, 0.36],
  "gap_ev": 10.496,
  "total_charge": 1,
  "molar_mass_g_mol": 117.2,
  "smiles": "CNC[C@@H]([NH3+])CC=O",
  "lumo_energy_ev": -3.23,
  "e_homo_ev": -13.7,
  "largest_force_ev_per_a": 5.534,
  "energy_ha": -382.7532
}

***

{
  "formula": "C5H13N2O",
  "method": "ωB97M-V/def2-TZVPD",
  "species": ["C", "C", "C", "C", "C", "N", "N", "O", "H", "H", "H", "H", "H", "H", "H", "H", "H", "H", "H", "H", "H"],
  "xyz": [[2.8645, -0.0777, -0.0534], [-0.6302, -1.2232, 1.0228], [-2.0906, 0.5890, 0.2677], [-1.1375, -0.7713, -1.3366], [0.2901, 0.8175, 0.0590], [3.4372, 1.0923, 0.1630], [-0.8785, -0.1974, -0.0059], [2.7945, -1.0574, -0.6597], [-0.6212, -0.7679, 2.0102], [-1.4669, -1.9495, 0.8760], [0.3488, -1.5925, 0.9488], [-1.9788, 1.1326, 1.2810], [-2.1596, 1.1898, -0.5872], [-3.0743, 0.0022, 0.3009], [-1.1687, -0.0157, -2.1858], [-0.3291, -1.3829, -1.5983], [-1.9417, -1.4651, -1.1330], [0.2975, 1.3374, -0.8148], [0.0309, 1.3917, 0.9211], [3.1536, 1.6355, 0.9280], [4.2600, 1.3126, -0.4038]],
  "forces_ev_per_angstrom": [[-2.19, 1.41, -0.75], [-2.04, -0.16, 0.04], [-1.74, -0.33, 2.88], [0.63, 0.14, -0.55], [0.63, -2.98, 1.92], [0.54, -2.01, -1.39], [1.13, 1.58, 0.29], [0.70, 0.12, 0.51], [-0.61, 0.19, -0.01], [0.99, 0.14, 0.68], [1.09, -0.95, -0.76], [-0.24, -0.67, -1.91], [-0.36, 1.60, -0.67], [1.62, 0.26, 0.05], [-0.74, -0.76, 1.48], [1.47, -0.96, -0.27], [-0.74, 0.26, -0.93], [0.04, 1.63, -2.43], [0.36, 0.62, 0.44], [-0.41, 0.86, 0.90], [-0.11, 0.02, 0.48]],
  "mulliken_charge": [0.53, -0.79, -0.84, -0.94, -1.20, -0.29, -0.02, -0.23, 0.36, 0.37, 0.27, 0.38, 0.44, 0.32, 0.36, 0.40, 0.41, 0.46, 0.45, 0.28, 0.27],
  "gap_ev": [7.280, 8.089],
  "total_charge": 1,
  "molar_mass_g_mol": 117.2,
  "lumo_energy_ev": [-4.46, -4.13],
  "e_homo_ev": [-11.7, -12.2],
  "largest_force_ev_per_a": 3.602,
  "energy_ha": -382.6695
}

***

{
  "formula": "C5H13N2O",
  "method": "ωB97M-V/def2-TZVPD",
  "species": ["C", "C", "C", "C", "C", "N", "N", "O", "H", "H", "H", "H", "H", "H", "H", "H", "H", "H", "H", "H", "H"],
  "xyz": [[-1.7241, -0.4244, -0.9754], [1.2010, 1.6642, 1.5727], [-1.6311, -1.5380, 1.0226], [1.4411, -0.5623, -1.4750], [1.0906, 0.5174, 0.6949], [-1.4462, -0.3538, 0.2382], [1.4113, 0.4856, -0.5786], [-1.8422, 0.7282, -1.6755], [-1.9671, -1.3646, -1.5920], [1.2311, 2.6265, 1.0578], [2.0404, 1.8916, 2.1446], [0.2945, 1.7905, 2.2244], [-1.7434, -2.4003, 0.2673], [-0.8021, -1.5798, 1.8272], [-2.6062, -1.3337, 1.6033], [0.7011, -0.5020, -2.2569], [2.3026, -0.4923, -2.1601], [1.5191, -1.5613, -0.9422], [0.7023, -0.3367, 1.1300], [-2.1569, 1.4750, -1.1715], [1.9845, 1.2700, -0.9559]],
  "forces_ev_per_angstrom": [[-0.93, 0.47, -1.00], [-2.46, 2.55, -0.47], [-0.60, -0.30, 0.84], [0.92, -3.83, -1.52], [0.95, 0.75, -2.34], [0.06, 0.26, 0.52], [1.53, 3.31, 2.67], [0.33, -1.01, -1.65], [0.44, 1.37, 0.88], [-0.38, -0.09, -0.89], [1.86, -1.06, 1.41], [0.84, -0.70, -0.45], [0.30, 0.52, 1.91], [-1.24, -0.62, -1.39], [1.43, -0.87, -0.79], [-1.17, -0.14, 0.35], [0.34, 0.10, 0.86], [-0.52, 1.14, -0.89], [-0.59, -1.86, 0.39], [0.05, 0.12, 0.76], [-1.14, -0.10, 0.78]],
  "mulliken_charge": [0.02, -1.40, -0.74, -0.93, 0.38, -0.32, -0.03, -0.48, 0.38, 0.37, 0.42, 0.32, 0.27, 0.28, 0.30, 0.35, 0.36, 0.32, 0.44, 0.35, 0.33],
  "gap_ev": 9.103,
  "total_charge": 1,
  "molar_mass_g_mol": 117.2,
  "lumo_energy_ev": -4.47,
  "e_homo_ev": -13.6,
  "largest_force_ev_per_a": 4.521,
  "energy_ha": -382.7421
}

***

{
  "formula": "C5H13N2O",
  "method": "ωB97M-V/def2-TZVPD",
  "species": ["N", "C", "C", "C", "C", "C", "N", "O", "H", "H", "H", "H", "H", "H", "H", "H", "H", "H", "H", "H", "H"],
  "xyz": [[-0.6917, -1.6050, -0.2875], [-0.5243, -0.2486, 0.5145], [0.8524, 0.3620, 0.0928], [0.9337, 0.5854, -1.3680], [1.9760, -0.5698, 0.5639], [-1.6440, 0.5691, 0.0238], [-2.0362, 1.6304, 0.8428], [-2.4533, 0.1944, -0.8241], [0.2413, -1.9674, -0.6690], [-1.3200, -1.4302, -1.1780], [-1.1557, -2.1886, 0.4257], [-0.5000, -0.2845, 1.6826], [0.9026, 1.1952, 0.7633], [1.8584, 1.2910, -1.3119], [0.1752, 1.3361, -1.7623], [1.2172, -0.1037, -2.1545], [2.4351, -0.1988, 1.5044], [1.5390, -1.5830, 0.8432], [2.7112, -0.9479, -0.0440], [-1.6294, 1.8985, 1.6902], [-2.8875, 2.0653, 0.6523]],
  "forces_ev_per_angstrom": [[0.25, 0.91, -0.37], [2.24, -0.61, -0.30], [-0.71, -2.90, 0.77], [1.60, 5.30, -0.97], [-2.05, -1.39, 3.38], [-4.64, 1.65, 2.06], [1.78, -1.84, -1.74], [1.68, -0.07, -0.38], [-1.54, 0.37, 1.25], [0.67, 0.07, 2.30], [0.31, -0.57, -1.11], [-0.47, -0.92, -2.23], [0.17, 1.28, -0.54], [-1.13, -1.05, -0.88], [0.52, -1.24, 0.38], [-0.29, -0.87, 0.52], [-0.15, -0.27, -0.65], [0.25, 1.04, 0.26], [1.91, 0.28, -2.18], [1.04, 0.20, 1.11], [-1.45, 0.62, -0.69]],
  "mulliken_charge": [-0.32, -0.14, 0.21, -1.42, -1.43, 0.21, -0.34, -0.61, 0.38, 0.40, 0.36, 0.45, 0.57, 0.39, 0.33, 0.40, 0.32, 0.34, 0.46, 0.18, 0.26],
  "gap_ev": 11.077,
  "total_charge": 1,
  "molar_mass_g_mol": 117.2,
  "smiles": "CC(C)[C@H]([NH3+])C(N)=O",
  "lumo_energy_ev": -3.37,
  "e_homo_ev": -14.4,
  "largest_force_ev_per_a": 5.622,
  "energy_ha": -382.7803
}